The following is a quantum chemistry calculation of a cluster of 2 separate species, C59H66N3O2 in total, from OMol25.

Geometry as XYZ:
```
130
Properties=species:S:1:pos:R:3:forces:R:3:mulliken_charge:R:1
C 4.1476 1.7327 -1.4073 0.1 0.3 -0.4 -1.68
C 4.2243 0.3865 -0.7106 -0.4 -0.3 0.0 2.30
C 4.1178 -0.7002 -1.7826 0.0 -0.2 -0.3 -1.57
C 5.6228 0.3147 -0.0774 0.1 0.0 0.3 -1.82
C 3.1754 0.1022 0.3990 0.0 0.0 -0.2 0.19
C 3.3246 -1.1498 1.0075 0.0 -0.1 0.5 -0.45
C 2.5775 -1.4976 2.1176 0.0 0.1 -0.4 -1.46
C 1.7085 -0.5646 2.6748 0.3 0.2 0.2 -0.06
C 1.5554 0.7331 2.1613 -0.2 -0.2 0.0 -0.34
C 0.9213 1.7795 3.1677 -0.3 -0.4 -0.2 2.66
C -0.0772 2.8100 2.6549 -0.5 0.8 0.0 -1.73
C 2.0821 2.5136 3.8471 0.3 0.0 0.1 -1.79
C 0.0941 1.0525 4.2442 0.0 -0.3 0.4 -2.20
C 2.1755 0.9778 0.8802 0.0 -0.5 0.2 0.01
N 1.6826 2.0131 0.0165 0.6 0.2 -0.2 1.31
C 0.9395 1.8175 -1.1487 -0.6 -1.2 0.0 -0.54
C 0.8390 0.6368 -1.8623 0.5 0.5 0.0 -1.52
C 0.2812 0.5454 -3.1890 -0.2 -0.2 -0.3 -0.12
C 0.4859 1.5732 -4.1556 -0.1 -0.5 0.1 0.12
C -0.2603 1.6028 -5.3175 -0.6 -0.7 -0.2 -0.28
C -1.1534 0.5385 -5.6004 0.7 0.3 1.5 -0.47
N -2.0986 0.7089 -6.6533 -1.5 0.4 -2.2 1.02
O -2.9348 -0.2001 -6.8742 1.5 1.6 0.5 -0.64
O -2.0654 1.7786 -7.3148 -0.1 -2.1 1.3 -0.61
C -1.2296 -0.5830 -4.7434 0.1 0.4 -0.4 -0.70
C -0.5073 -0.5861 -3.5602 0.3 0.5 -0.2 -0.98
N 0.2028 2.9762 -1.3187 0.3 0.1 0.0 2.01
C -0.9566 3.1785 -2.1419 -0.4 0.3 -0.2 -0.89
C -2.1481 2.4211 -1.9310 -0.1 -0.1 0.2 -0.15
C -2.5534 1.5220 -0.6992 0.1 0.0 -0.4 3.51
C -3.4708 0.3747 -1.1680 -0.4 -0.2 -0.1 -2.33
C -3.2880 2.4459 0.2834 -0.2 0.3 0.0 -1.95
C -1.4740 0.8118 0.0904 0.5 -0.4 0.4 -0.89
C -3.2053 2.6205 -2.8269 0.1 0.0 -0.1 0.12
C -3.1532 3.5830 -3.8220 0.0 0.2 0.1 -1.75
C -2.0591 4.4229 -3.8945 -0.2 -0.2 -0.1 -0.61
C -0.9163 4.2119 -3.1148 0.1 0.0 -0.1 0.38
C 0.2261 5.2199 -3.4797 -0.4 -0.1 -0.1 2.14
C 0.4403 5.2225 -5.0041 0.0 0.0 -0.4 -1.80
C 1.6311 5.0105 -2.9337 0.7 0.2 0.1 -1.99
C -0.2711 6.6077 -3.0578 0.0 0.3 0.1 -1.80
C 0.6874 3.9368 -0.4324 0.4 0.2 0.5 -1.26
C 1.6347 3.3626 0.3255 -0.5 0.7 0.2 -1.46
H 4.1965 2.5705 -0.7078 -0.1 0.0 0.0 0.23
H 5.0297 1.7978 -2.0600 -0.2 0.1 0.1 0.67
H 3.2658 1.8267 -2.0469 0.1 0.0 0.2 0.13
H 4.2291 -1.7073 -1.3685 0.0 0.2 -0.1 0.35
H 3.1468 -0.6409 -2.2857 0.2 0.0 0.0 0.18
H 4.9058 -0.5566 -2.5320 -0.1 0.0 0.1 0.47
H 5.8274 -0.6541 0.3905 0.0 0.2 -0.1 0.34
H 6.3783 0.4851 -0.8538 -0.1 -0.1 0.1 0.49
H 5.7386 1.0942 0.6865 0.0 -0.1 -0.1 0.40
H 4.0578 -1.8587 0.6218 -0.2 0.3 0.2 0.47
H 2.7205 -2.4695 2.5886 -0.2 0.1 -0.1 0.44
H 1.1846 -0.8720 3.5791 0.2 0.3 -0.2 0.25
H -0.8470 2.3574 2.0279 0.2 0.2 0.1 0.36
H -0.6133 3.2324 3.5191 0.2 -0.1 -0.2 0.70
H 0.3646 3.6726 2.1560 -0.2 -0.4 0.0 0.40
H 2.7733 1.8030 4.3176 -0.1 0.1 -0.1 0.35
H 2.6573 3.1143 3.1314 -0.1 -0.1 0.1 0.30
H 1.6973 3.1851 4.6247 0.0 -0.1 -0.1 0.44
H 0.7054 0.5079 4.9702 -0.1 -0.1 -0.1 0.39
H -0.4932 1.7797 4.8200 0.3 -0.2 -0.1 0.46
H -0.6278 0.3699 3.7783 0.1 0.0 0.1 0.31
H 1.1548 -0.2694 -1.3507 0.0 0.1 -0.1 1.41
H 1.2537 2.3311 -3.9703 -0.5 -0.2 0.0 0.76
H -0.2347 2.4360 -6.0182 0.1 -0.3 0.2 0.43
H -1.8925 -1.4012 -5.0186 0.2 0.2 0.1 0.48
H -0.5535 -1.4393 -2.8762 -0.1 0.3 -0.2 0.52
H -3.0646 -0.0957 -2.0740 -0.1 0.1 0.2 0.38
H -3.5327 -0.4127 -0.4022 0.0 0.3 0.0 0.44
H -4.4975 0.7035 -1.3622 0.2 -0.1 0.0 0.50
H -2.6242 3.2614 0.6050 -0.2 -0.2 0.0 0.36
H -4.1800 2.8945 -0.1721 0.2 -0.1 0.1 0.42
H -3.6035 1.8915 1.1789 0.1 0.1 -0.2 0.44
H -0.7124 1.4786 0.4838 -0.1 -0.1 -0.1 -1.80
H -1.9548 0.3296 0.9574 0.1 0.2 -0.1 0.83
H -0.9797 0.0162 -0.4734 -0.2 0.2 0.0 0.38
H -4.1295 2.0506 -2.7325 0.4 0.1 0.0 0.29
H -3.9858 3.7114 -4.5122 0.1 0.0 0.2 0.43
H -2.0956 5.2629 -4.5906 0.1 -0.5 0.2 0.38
H -0.4474 5.4805 -5.5880 0.2 -0.1 0.1 0.31
H 1.2118 5.9648 -5.2468 -0.2 -0.2 0.0 0.59
H 0.8027 4.2424 -5.3369 0.0 0.2 0.0 0.35
H 1.7841 5.4316 -1.9379 0.0 -0.3 -0.1 0.36
H 1.9480 3.9650 -2.9588 0.0 0.1 0.2 0.45
H 2.3177 5.5601 -3.5961 -0.1 -0.2 0.3 0.57
H -0.4655 6.6419 -1.9783 0.0 0.0 -0.2 0.33
H 0.4855 7.3648 -3.2960 -0.1 -0.1 0.0 0.45
H -1.1995 6.8832 -3.5711 0.2 0.0 0.1 0.35
H 0.2902 4.9407 -0.3914 0.1 -0.2 -0.2 0.85
H 2.2785 3.7926 1.0776 -0.2 -0.1 0.0 0.69
C -2.4863 -2.2660 6.8692 0.2 -0.3 -0.3 -0.47
C -2.6588 -1.7817 5.5652 0.1 -0.1 -0.1 -0.70
C -2.1469 -2.4863 4.4747 0.0 0.0 0.2 -0.19
C -1.4045 -3.6756 4.6674 -0.3 0.3 0.4 0.33
C -0.9036 -4.4458 3.5295 0.2 -0.1 -0.2 0.16
C -1.6083 -4.4404 2.3070 0.0 0.3 0.2 -0.57
C -1.1688 -5.0010 1.1210 -0.1 -0.1 0.1 -0.20
C -1.9523 -5.0935 -0.0809 -0.5 0.0 -0.7 0.74
C -1.4510 -5.8112 -1.2042 0.0 0.3 0.3 -0.46
C -2.1693 -5.8819 -2.3940 -0.1 0.0 0.1 -0.66
C -3.4166 -5.2486 -2.5051 0.5 0.0 0.5 -0.44
C -3.9433 -4.5603 -1.4031 0.1 0.0 0.3 -0.71
C -3.2375 -4.4927 -0.2008 0.1 -0.1 -0.3 -0.28
C 0.3240 -5.2231 3.7014 0.6 -0.3 0.3 0.27
C 0.4847 -6.5150 3.1534 0.1 0.0 0.0 -0.45
C 1.6803 -7.2181 3.3156 0.0 0.2 0.0 -0.76
C 2.7557 -6.6306 3.9953 -0.3 0.2 0.0 -0.45
C 2.6170 -5.3509 4.5527 -0.2 -0.1 -0.2 -0.80
C 1.4055 -4.6718 4.4372 -0.1 0.0 -0.1 -0.05
C -1.2106 -4.1321 5.9975 0.0 0.0 -0.1 -0.14
C -1.7670 -3.4512 7.0785 0.0 0.1 -0.2 -0.80
H -2.9178 -1.7282 7.7169 0.2 -0.2 -0.3 0.42
H -3.2083 -0.8525 5.3990 0.2 -0.3 0.0 0.44
H -2.2957 -2.1017 3.4626 0.1 -0.1 0.3 0.26
H -2.5697 -3.9233 2.3153 0.3 -0.3 0.0 0.54
H -0.1624 -5.4233 1.0710 -0.3 0.2 0.0 0.71
H -0.4837 -6.3117 -1.1111 -0.3 0.2 -0.1 0.38
H -1.7583 -6.4322 -3.2411 -0.1 0.2 0.3 0.41
H -3.9681 -5.2980 -3.4426 0.1 0.0 0.2 0.43
H -4.9165 -4.0764 -1.4906 0.3 -0.1 0.1 0.42
H -3.6747 -3.9694 0.6529 0.1 -0.1 -0.4 0.35
H -0.3454 -6.9727 2.6096 0.3 0.0 0.3 0.65
H 1.7790 -8.2254 2.9028 -0.1 0.4 0.2 0.41
H 3.7000 -7.1695 4.0982 -0.3 0.2 0.0 0.41
H 3.4535 -4.8789 5.0739 -0.3 -0.2 -0.2 0.43
H 1.2957 -3.6803 4.8867 0.1 -0.3 -0.2 0.48
H -0.6484 -5.0519 6.1765 -0.2 0.3 -0.1 0.47
H -1.6480 -3.8458 8.0891 0.0 0.1 -0.3 0.41
```
Forces are in eV/Å.

Output
HOMO	-8.248	eV
energy above the lowest of the compared OMol25 structures with the same formula, charge and spin	0.0	kJ/mol
frontier orbital gap	0.103	Eh
total charge	+1
multiplicity	1